{
  "formula": "C9H17NO",
  "method": "the ωB97M-V functional and the def2-TZVPD basis",
  "species": ["C", "C", "C", "C", "C", "C", "C", "C", "C", "H", "H", "H", "H", "H", "H", "H", "H", "H", "H", "H", "H", "H", "H", "H", "H", "H", "N", "O"],
  "coordinates": [[-2.3293, 1.3780, -0.1134], [-0.6921, 0.2840, 1.0038], [-1.6174, -1.0406, 0.9535], [-1.6358, -1.3655, -0.5536], [-0.6664, -0.3424, -1.0870], [0.7538, -0.6396, -1.2037], [1.5183, 0.1216, -0.0408], [2.8944, -0.6636, 0.2648], [0.7726, 0.0257, 1.2377], [-3.2086, 0.7711, 0.6139], [-1.9474, 2.2071, 0.4829], [-2.9618, 1.5443, -1.2036], [-1.1975, 0.7790, 1.7931], [-2.4737, -1.0409, 1.4906], [-1.3360, -1.9902, 1.4661], [-1.5641, -2.5509, -0.6552], [-2.6707, -0.8568, -0.8927], [-0.9492, -0.3025, -2.1956], [0.8530, -1.6024, -1.3174], [1.1302, -0.2456, -2.1567], [3.4626, -0.0320, 0.8326], [3.3772, -0.9087, -0.7414], [2.7626, -1.5930, 1.0588], [1.1111, 2.0843, -0.1888], [1.0763, 0.5685, 2.0781], [1.1031, -1.0488, 1.5126], [-0.8825, 0.8977, -0.2524], [1.9527, 1.4235, -0.3723]],
  "atomic_forces_ev_per_a": [[-2.3, -0.4, -1.3], [-1.0, -3.4, 2.4], [3.8, -2.0, -0.8], [-3.3, -0.2, 1.4], [-2.3, 0.3, -3.8], [1.6, 6.1, 1.2], [3.3, -2.2, -0.1], [-2.1, -2.6, -1.2], [-0.6, -3.1, 0.1], [3.0, 1.3, -2.1], [-1.8, 1.1, -0.4], [2.3, 0.1, 3.2], [0.2, 1.4, 0.8], [-3.5, 1.3, 0.9], [1.6, 0.7, -0.1], [0.0, 2.9, -0.7], [1.9, -2.1, 0.1], [-0.3, 1.1, 1.4], [1.2, -5.5, 0.3], [0.1, 0.3, 0.4], [1.8, 1.9, 1.1], [-0.3, 0.0, 1.7], [0.2, 1.8, -2.7], [3.0, -2.6, -0.9], [1.2, 1.4, 0.8], [-1.8, 1.4, 0.1], [-2.5, -1.6, -1.9], [-3.3, 2.6, 0.4]],
  "e_lumo_ha": 0.0299,
  "homo_ev": -9.344,
  "total_energy_ha": -482.91610,
  "homo_lumo_gap_ev": 10.157,
  "charge": 0,
  "e_above_lowest_kj_mol": 524.9,
  "smiles": "CN1[C@@H]2CC[C@H]1C[C@](C)(O)C2"
}



{
  "formula": "CH4ClPS",
  "method": "the ωB97M-V functional and the def2-TZVPD basis",
  "species": ["C", "P", "S", "Cl", "H", "H", "H", "H"],
  "coordinates": [[0.9441, -0.1784, -1.3619], [-1.2413, 0.4301, 3.0674], [-1.2870, 1.3935, 1.4506], [1.2911, -0.6931, -3.2072], [1.9792, -0.1418, -1.0986], [0.5205, 0.7170, -0.9698], [-2.3198, -0.6216, 3.1803], [0.1131, -0.9057, -1.0608]],
  "atomic_forces_ev_per_a": [[-1.1, -2.1, -1.3], [0.0, -1.0, 1.6], [-0.5, 0.1, -0.8], [-1.0, 1.3, 1.6], [0.2, -1.0, 1.1], [-0.4, 1.6, -1.4], [0.5, 0.9, -0.7], [2.2, 0.2, 0.0]],
  "e_lumo_ha": -0.0641,
  "homo_ev": -9.164,
  "total_energy_ha": -1240.15220,
  "homo_lumo_gap_ev": 7.419,
  "charge": 0,
  "e_above_lowest_kj_mol": 213.6,
  "smiles": "CCl.P=S"
}



{
  "formula": "C45H49N12O6RuS",
  "method": "the ωB97M-V functional and the def2-TZVPD basis",
  "species": ["Ru", "C", "O", "C", "C", "C", "C", "C", "C", "N", "N", "C", "O", "C", "C", "C", "C", "C", "C", "C", "O", "H", "H", "H", "H", "H", "H", "H", "H", "H", "H", "H", "H", "C", "N", "C", "N", "C", "N", "C", "C", "C", "C", "C", "C", "C", "N", "N", "C", "O", "C", "C", "C", "C", "C", "C", "N", "C", "N", "C", "N", "C", "H", "H", "H", "H", "H", "H", "H", "H", "H", "H", "H", "H", "H", "H", "H", "H", "C", "C", "C", "C", "N", "C", "S", "N", "C", "C", "C", "C", "H", "H", "H", "H", "H", "H", "H", "H", "H", "H", "H", "H", "H", "H", "H", "H", "H", "H", "H", "H", "O", "C", "O", "H"],
  "coordinates": [[0.1331, 0.4583, 0.6414], [-3.0206, 2.9654, -1.2858], [-2.2305, 3.4360, -2.3951], [-1.0656, 2.8704, -2.8080], [-0.5263, 3.4344, -3.9440], [0.6718, 2.9556, -4.5074], [1.3302, 1.9108, -3.9180], [0.8132, 1.3049, -2.7580], [1.5255, 0.2150, -2.1877], [1.1912, -0.4382, -1.1278], [1.9770, -1.4879, -0.8291], [1.6551, -1.9933, 0.3395], [0.6859, -1.6038, 1.0758], [2.5284, -3.0953, 0.8341], [2.0699, -3.9179, 1.8568], [2.9059, -4.8783, 2.4098], [4.2133, -5.0089, 1.9536], [4.6705, -4.1965, 0.9231], [3.8303, -3.2451, 0.3609], [-0.4104, 1.7458, -2.1892], [-0.9324, 1.1508, -1.1810], [-3.8262, 3.6925, -1.1951], [-2.4527, 2.9373, -0.3667], [-3.4384, 1.9790, -1.4835], [-1.0759, 4.2478, -4.4106], [1.0524, 3.4077, -5.4167], [2.2591, 1.5346, -4.3409], [2.4429, -0.0872, -2.6873], [1.0566, -3.7925, 2.2207], [2.5412, -5.5201, 3.2016], [4.8750, -5.7390, 2.4065], [5.6858, -4.3020, 0.5589], [4.1680, -2.6006, -0.4422], [-5.6081, -1.2459, 0.1888], [-4.1617, -1.1856, 0.0073], [-3.2018, -0.8751, 0.8873], [-2.0378, -0.8227, 0.2818], [-2.3425, -1.1384, -1.0123], [-3.6205, -1.3604, -1.2268], [-6.2853, 0.1143, 0.1136], [-7.3569, 0.3257, -0.7420], [-7.9667, 1.5756, -0.8158], [-7.5232, 2.6216, -0.0267], [-6.4534, 2.4136, 0.8386], [-5.8362, 1.1701, 0.8972], [-5.9745, 3.4998, 1.6980], [-6.3602, 4.7230, 1.7560], [-5.5931, 5.3327, 2.7652], [-4.8105, 4.4258, 3.2237], [-4.9950, 3.2411, 2.5952], [-3.7866, 4.5145, 4.2699], [-3.4866, 5.7291, 4.8732], [-2.4649, 5.7843, 5.8063], [-1.7202, 4.6504, 6.1105], [-2.0067, 3.4354, 5.5026], [-1.1224, 2.2204, 5.7627], [-1.0634, 1.3155, 4.6110], [-0.9162, 1.6570, 3.3354], [-1.0010, 0.5780, 2.5780], [-1.1489, -0.4372, 3.4863], [-1.2177, -0.0329, 4.7298], [-3.0731, 3.3717, 4.6130], [-5.8110, -1.7140, 1.1485], [-5.9831, -1.8888, -0.5965], [-3.3802, -0.7191, 1.9435], [-1.5998, -1.2031, -1.7933], [-7.7233, -0.4914, -1.3565], [-8.7933, 1.7303, -1.4997], [-7.9911, 3.6003, -0.0671], [-4.9890, 1.0402, 1.5621], [-4.0427, 6.6149, 4.5920], [-2.2219, 6.7274, 6.2799], [-0.8978, 4.7178, 6.8166], [-1.4790, 1.6339, 6.6032], [-0.1127, 2.5548, 5.9932], [-0.7853, 2.6711, 2.9901], [-1.2177, -1.4778, 3.1995], [-3.3434, 2.4314, 4.1501], [1.0817, 6.5308, 2.4797], [1.7156, 5.7834, 3.6593], [2.9675, 4.9671, 3.3178], [2.7376, 3.7310, 2.4468], [2.6363, 4.0328, 1.0159], [1.6376, 3.6919, 0.2140], [0.0959, 3.1565, 0.7659], [1.8128, 3.8703, -1.0919], [2.8475, 4.6842, -1.7213], [2.6877, 6.1795, -1.4302], [1.3082, 6.7264, -1.8060], [1.0258, 6.6846, -3.3099], [0.2469, 7.1514, 2.8203], [0.6878, 5.8381, 1.7321], [1.8190, 7.1864, 1.9982], [0.9702, 5.1095, 4.1025], [1.9928, 6.5137, 4.4252], [3.4164, 4.6142, 4.2509], [3.7068, 5.6208, 2.8330], [1.8334, 3.2077, 2.7408], [3.5682, 3.0428, 2.5764], [3.5058, 4.2872, 0.5707], [1.0022, 3.6363, -1.6493], [2.7791, 4.4950, -2.7901], [3.8388, 4.3398, -1.4112], [3.4684, 6.7180, -1.9812], [2.8586, 6.3582, -0.3629], [1.2477, 7.7609, -1.4576], [0.5373, 6.1649, -1.2662], [1.7551, 7.2923, -3.8589], [0.0279, 7.0762, -3.5267], [1.0694, 5.6628, -3.7055], [1.7850, 0.5337, 2.5509], [2.7279, 0.6789, 1.7297], [2.5761, 1.0532, 0.5385], [3.7518, 0.4722, 2.0706]],
  "atomic_forces_ev_per_a": [[-1.1, -2.6, -2.3], [0.2, 0.1, -0.4], [-0.4, 0.0, 0.4], [0.1, -0.4, 0.2], [0.3, -0.1, -0.3], [-0.3, 0.3, -0.1], [0.2, -0.1, 0.2], [-0.5, 0.7, -0.2], [0.1, -0.5, 0.2], [-0.4, 1.8, 0.4], [0.2, -0.9, 0.8], [0.7, -0.2, -0.8], [-0.6, 1.1, 0.4], [-0.1, 0.1, 0.2], [0.0, -0.1, 0.1], [0.1, 0.0, -0.1], [-0.1, 0.0, 0.0], [-0.1, 0.0, 0.0], [0.0, 0.0, -0.1], [0.3, 0.5, -0.6], [-0.3, -0.4, 1.6], [0.0, 0.0, -0.1], [0.2, 0.0, 0.1], [0.0, -0.1, -0.1], [0.1, -0.1, 0.1], [0.0, 0.0, 0.1], [-0.1, 0.0, 0.1], [-0.1, -0.3, -0.1], [0.1, 0.0, 0.0], [0.0, 0.0, 0.0], [0.0, 0.0, -0.1], [0.0, 0.0, 0.0], [0.0, 0.0, 0.1], [0.1, 0.4, 0.0], [-0.2, -0.1, 0.0], [-0.1, 0.0, 0.1], [0.6, 0.3, -0.4], [0.0, -0.1, 0.0], [0.3, 0.1, 0.4], [0.2, 0.0, -0.1], [-0.1, 0.0, 0.0], [0.0, 0.0, 0.0], [-0.1, 0.1, 0.0], [0.2, 0.0, 0.1], [0.1, 0.0, 0.1], [0.0, 0.1, 0.1], [0.1, 0.4, 0.3], [-0.4, 0.1, -0.4], [-0.1, 0.0, 0.0], [0.3, -0.6, 0.1], [0.0, -0.2, -0.1], [0.0, 0.1, 0.0], [0.0, 0.0, 0.0], [0.1, 0.0, 0.0], [0.0, -0.2, -0.2], [-0.1, 0.0, -0.2], [-0.1, 0.2, 0.3], [-0.3, -0.1, 0.3], [1.0, 0.5, -0.1], [0.0, -0.1, -0.3], [0.0, 0.3, -0.2], [0.1, -0.1, 0.0], [0.0, -0.1, 0.1], [-0.1, -0.1, -0.1], [0.0, 0.1, -0.2], [-0.1, 0.1, 0.1], [0.1, 0.1, 0.0], [0.1, 0.0, 0.1], [0.1, -0.1, 0.0], [-0.1, 0.0, 0.0], [0.0, 0.0, 0.0], [0.0, 0.0, 0.0], [0.0, 0.0, -0.1], [-0.1, -0.1, 0.0], [0.1, 0.0, 0.1], [0.1, -0.1, 0.0], [0.1, 0.1, 0.0], [0.1, 0.0, 0.0], [0.1, -0.1, 0.1], [0.0, 0.0, -0.2], [-0.1, 0.1, -0.1], [0.0, 0.4, -0.2], [0.2, 0.0, 0.7], [-0.1, 0.0, -0.1], [0.2, 0.0, 0.0], [-0.1, 0.3, -0.3], [0.0, -0.1, 0.1], [-0.1, 0.0, 0.0], [0.1, 0.0, -0.1], [0.0, 0.0, 0.0], [0.1, 0.0, 0.0], [0.0, 0.1, 0.0], [-0.1, -0.1, 0.0], [0.0, 0.1, 0.0], [-0.1, -0.1, 0.0], [0.0, 0.1, 0.0], [0.0, -0.1, 0.1], [-0.1, -0.1, 0.0], [0.1, -0.1, 0.0], [-0.1, 0.0, 0.0], [0.0, 0.0, -0.1], [0.0, -0.1, 0.0], [0.0, -0.1, 0.0], [-0.1, 0.0, 0.1], [0.0, 0.0, -0.1], [-0.1, 0.0, 0.0], [0.0, 0.1, 0.0], [-0.1, -0.1, 0.1], [0.1, 0.0, 0.0], [0.0, 0.2, 0.1], [0.7, -0.1, -0.3], [-0.7, 0.1, 0.4], [-0.5, 0.0, 0.3], [0.2, 0.0, 0.1]],
  "e_lumo_ha": [-0.0306, -0.0124],
  "homo_ev": [-6.918, -6.996],
  "total_energy_ha": -3345.75026,
  "homo_lumo_gap_ev": [6.086, 6.659],
  "charge": 0,
  "spin_multiplicity": 2
}



{
  "formula": "C32H30F2NO",
  "method": "the ωB97M-V functional and the def2-TZVPD basis",
  "species": ["F", "C", "C", "C", "C", "C", "C", "C", "C", "C", "F", "C", "C", "C", "C", "H", "H", "H", "H", "H", "H", "H", "H", "H", "C", "O", "C", "C", "C", "C", "C", "C", "N", "C", "C", "C", "C", "C", "C", "C", "C", "C", "C", "C", "C", "H", "H", "H", "H", "H", "H", "H", "H", "H", "H", "H", "H", "H", "H", "H", "H", "H", "H", "H", "H", "H"],
  "coordinates": [[-5.0272, 0.6785, 1.9835], [-3.8021, 0.2744, 2.4533], [-3.5945, -1.0910, 2.6409], [-2.3489, -1.4872, 3.1007], [-1.3073, -0.5480, 3.3755], [-0.0116, -1.0661, 3.6583], [1.2471, -0.5460, 3.2493], [2.3453, -1.4636, 3.2442], [3.6232, -1.0863, 2.8681], [3.8213, 0.2433, 2.4989], [5.0954, 0.6452, 2.1862], [2.7960, 1.1815, 2.4617], [1.5067, 0.7755, 2.7985], [-1.6398, 0.8287, 3.3057], [-2.8455, 1.2407, 2.7434], [-4.3806, -1.8164, 2.4261], [-2.1357, -2.5502, 3.2365], [-0.0035, -2.1487, 3.7660], [2.1634, -2.4943, 3.5606], [4.4527, -1.7950, 2.8913], [3.0107, 2.2069, 2.1697], [0.6902, 1.4828, 2.7086], [-0.9462, 1.5637, 3.7066], [-3.0584, 2.2893, 2.5462], [4.6044, -4.9916, 6.8343], [4.6705, -3.5856, 6.5051], [3.6808, -2.7568, 6.9155], [3.7317, -1.4184, 6.4456], [2.5801, -0.6751, 6.4310], [1.3488, -1.2318, 6.8836], [0.1106, -0.6085, 6.5635], [-1.1433, -1.0717, 7.0536], [-2.0251, -0.1891, 7.5849], [-1.5832, 1.0342, 8.2435], [-2.8612, 1.7105, 8.7616], [-4.0452, 0.9350, 8.1734], [-3.4696, -0.3732, 7.6000], [-1.5270, -2.5014, 6.8899], [-0.8613, -3.2266, 5.8871], [-1.3154, -4.4567, 5.4355], [-2.3418, -5.0958, 6.1450], [-2.8866, -4.4842, 7.2852], [-2.4574, -3.2135, 7.6863], [1.4279, -2.4355, 7.6484], [2.5735, -3.1902, 7.6838], [5.5212, -5.3870, 6.4001], [4.5967, -5.1516, 7.9198], [3.7309, -5.4750, 6.3756], [4.6776, -1.0671, 6.0282], [2.5904, 0.3419, 6.0249], [0.1581, 0.3705, 6.0655], [-0.8984, 0.8121, 9.0807], [-1.0296, 1.6898, 7.5538], [-2.8668, 1.6572, 9.8562], [-2.8847, 2.7669, 8.4764], [-4.7982, 0.7085, 8.9354], [-4.5292, 1.5063, 7.3739], [-3.8643, -0.6081, 6.5957], [-3.7752, -1.1997, 8.2615], [0.0441, -2.8015, 5.4621], [-0.8544, -4.9041, 4.5530], [-2.6782, -6.0857, 5.8312], [-3.6600, -4.9942, 7.8687], [-2.8233, -2.7953, 8.6305], [0.5442, -2.8012, 8.1680], [2.6129, -4.1349, 8.2361]],
  "atomic_forces_ev_per_a": [[1.4, -0.4, 0.4], [-1.0, 0.0, -0.5], [0.2, 0.2, 0.1], [0.4, 0.1, 0.0], [-1.3, 0.3, 0.3], [0.0, -0.3, -0.7], [0.9, -0.1, 0.1], [-0.2, 0.2, 0.3], [-0.1, 0.1, 0.0], [1.2, 0.0, 0.0], [-1.6, -0.4, 0.3], [-0.5, -0.1, 0.1], [0.4, 0.0, 0.1], [-0.1, -0.2, -0.4], [0.1, -0.1, 0.4], [0.2, 0.3, 0.0], [-0.1, 0.3, -0.1], [0.0, 0.3, 0.1], [0.1, 0.3, -0.1], [-0.2, 0.3, -0.1], [-0.1, -0.3, 0.0], [0.3, -0.1, 0.0], [-0.2, -0.1, -0.3], [-0.1, -0.2, 0.3], [0.1, 0.6, 0.0], [0.1, -0.1, 0.5], [-0.4, 0.1, -0.2], [0.5, -1.3, 0.2], [-0.8, 0.1, -0.1], [1.1, -0.7, 0.3], [-0.6, 0.5, -0.1], [0.0, 0.3, -0.1], [0.8, -1.1, -0.8], [0.4, 0.9, 0.0], [0.2, 0.1, 0.3], [-0.2, 0.0, -0.4], [-1.0, -0.3, 0.5], [0.1, -0.7, 0.5], [-0.4, 0.0, -0.5], [-0.1, -0.1, 0.7], [-0.1, 0.2, 0.0], [0.3, -0.1, -0.1], [0.0, 0.2, -0.4], [-0.3, 0.7, -0.2], [0.8, -0.1, -0.5], [-0.1, -0.1, 0.1], [0.0, 0.0, -0.2], [0.1, 0.2, 0.1], [-0.4, 0.0, 0.1], [0.0, -0.4, 0.1], [-0.1, -0.1, 0.9], [-0.2, -0.2, -0.4], [-0.3, -0.2, 0.2], [-0.1, 0.1, -0.2], [0.0, -0.2, 0.1], [0.1, 0.1, -0.2], [0.1, -0.1, 0.2], [0.3, 0.1, 0.3], [0.2, 0.4, -0.4], [-0.5, 0.0, 0.0], [-0.1, -0.1, 0.4], [0.0, 0.4, 0.1], [0.4, 0.1, -0.2], [0.0, -0.2, -0.6], [0.3, 0.1, -0.1], [-0.1, 0.4, -0.3]],
  "e_lumo_ha": -0.1868,
  "homo_ev": -9.146,
  "total_energy_ha": -1566.78050,
  "homo_lumo_gap_ev": 4.063,
  "charge": 1,
  "e_above_lowest_kj_mol": 16.1
}